Below is an isolated molecule of C4H8O2, with properties calculated with ωB97M-V/def2-TZVPD.

* HOMO: -9.512 eV
* multiplicity: 1
* strongest force on any atom: 0.5 eV/Å
* Kohn-Sham gap: 0.38223 Ha
* SMILES: COCC(C)=O
* energy relative to the best compared isomer or geometry (same formula, charge and spin): 1.363 eV

Element x y z (Å)
C: -1.761 0.037 -0.599
O: -1.204 -0.011 0.696
C: -0.120 -0.902 0.759
C: 1.118 -0.426 -0.009
O: 1.813 -1.225 -0.598
C: 1.456 1.046 0.068
H: -2.600 0.735 -0.570
H: -1.029 0.386 -1.343
H: -2.125 -0.952 -0.918
H: 0.146 -0.995 1.820
H: -0.388 -1.901 0.382
H: 2.214 1.172 0.849
H: 0.583 1.646 0.335
H: 1.896 1.388 -0.872

Cartesian forces (eV/Å) of the 3 atoms listed first:
-0.149 0.031 -0.254
-0.021 -0.001 0.021
0.084 -0.187 0.056

Here are the natural (NBO) charges for atoms 1 to 2, given in e: -0.257, -0.527